No. 1
Formula: C4H11NS
Source: the Open Molecules 2025 dataset
Level of theory: ωB97M-V with the def2-TZVPD basis set

```
17
Properties=species:S:1:pos:R:3
H -1.223 0.207 -2.443
H 2.533 -0.444 0.735
S -0.679 -1.368 -0.745
N -1.333 1.279 -0.682
H 0.788 -2.871 0.475
H 0.395 0.578 -1.865
H -1.465 2.747 0.776
H -0.109 1.568 1.005
C 0.905 -1.869 -0.029
H 0.766 -0.209 1.170
C -0.664 0.402 -1.541
H 1.738 -2.156 -0.691
H 1.750 -1.526 1.874
H -1.741 1.043 1.422
C 1.555 -0.921 0.970
H -2.060 1.847 -1.079
C -1.157 1.691 0.649
```

The relative energy (zero: lowest compared OMol25 entry of this formula, charge and spin) is 1.722 eV. The energy is -16650.07129 eV. Its HOMO-LUMO gap is 9.1 eV. The calculation puts the HOMO energy at -8.145 eV. The max |F| comes out at 0.0619 hartree/bohr.


No. 2
Formula: C4H7O2P
Source: the Open Molecules 2025 dataset
Level of theory: ωB97M-V with the def2-TZVPD basis set

```
14
Properties=species:S:1:pos:R:3
H -0.973 3.038 0.085
H -1.040 3.732 -1.619
C -0.351 0.522 -0.266
H 1.921 -2.505 0.915
C -0.391 1.580 -1.316
H -0.211 -2.940 -0.490
O -0.150 -0.757 -0.781
C -0.747 2.819 -0.958
C 1.087 -1.986 1.407
O -0.744 0.699 0.890
H 1.457 -1.009 1.744
H 0.942 -2.678 2.358
H -0.255 1.394 -2.396
P -0.546 -1.909 0.427
```

The relative energy (zero: lowest compared OMol25 entry of this formula, charge and spin) is 1.302 eV. The energy is -17644.26360 eV. Its HOMO-LUMO gap is 9.6 eV. The calculation puts the HOMO energy at -9.316 eV. The max |F| comes out at 0.0483 hartree/bohr.